# 1
{
  "formula": "C28H22BrF4MnNO6P2",
  "method": "the ωB97M-V functional and the def2-TZVPD basis",
  "symbols": ["Mn", "O", "C", "C", "C", "N", "C", "C", "C", "O", "O", "C", "O", "O", "H", "H", "H", "F", "C", "C", "F", "C", "F", "C", "P", "C", "C", "C", "C", "C", "C", "C", "C", "C", "C", "C", "C", "C", "Br", "C", "F", "H", "H", "H", "H", "H", "H", "H", "H", "H", "H", "C", "P", "C", "C", "O", "H", "H", "H", "H", "H", "H", "H", "H", "H"],
  "positions_angstrom": [[-16.56266, 7.88133, -3.04728], [-18.93940, 12.54721, -0.00146], [-18.30858, 11.46286, -0.59131], [-17.01193, 11.50266, -1.04216], [-16.53070, 10.43351, -1.79516], [-17.34030, 9.41142, -2.02247], [-18.57173, 9.24908, -1.58092], [-19.09982, 10.30391, -0.85253], [-19.17404, 7.92141, -1.93524], [-20.26832, 7.58875, -1.56579], [-18.30488, 7.15372, -2.64467], [-15.18522, 10.20772, -2.38501], [-14.26163, 10.94426, -2.21146], [-15.10744, 9.10330, -3.15214], [-18.33883, 13.34972, -0.00460], [-16.33382, 12.36279, -0.82134], [-20.08591, 10.21166, -0.43995], [-12.19530, 9.47602, -8.66313], [-13.31340, 9.26711, -7.96825], [-14.38712, 10.14916, -8.09588], [-14.25544, 11.30659, -8.73565], [-15.53413, 9.85431, -7.44352], [-16.45682, 10.76809, -7.50299], [-15.70987, 8.71524, -6.62708], [-17.15492, 8.37931, -5.51273], [-18.19019, 9.90208, -5.25266], [-19.56173, 9.75292, -5.31572], [-20.36532, 10.87297, -5.06792], [-19.80815, 12.05053, -4.59477], [-18.47913, 12.10205, -4.28813], [-17.66452, 11.05197, -4.69015], [-18.27305, 7.34643, -6.49090], [-18.87351, 6.21533, -5.92873], [-19.76168, 5.42144, -6.61203], [-19.90989, 5.62350, -7.97355], [-19.32925, 6.74801, -8.51912], [-18.55288, 7.62665, -7.79174], [-14.67632, 7.79574, -6.62281], [-14.84063, 6.12930, -5.71347], [-13.46455, 8.10049, -7.23254], [-12.41488, 7.25903, -7.16153], [-20.00511, 8.79192, -5.51824], [-21.46220, 10.89789, -5.12896], [-20.51969, 12.86386, -4.42710], [-18.00291, 13.01806, -3.93992], [-16.63310, 11.08436, -4.58854], [-18.52947, 5.89310, -4.95677], [-20.24195, 4.50599, -6.09012], [-20.53690, 4.89083, -8.41434], [-19.51016, 6.99643, -9.57694], [-18.20416, 8.53532, -8.24033], [-14.38176, 6.90186, -0.16601], [-14.37814, 5.94642, -1.69384], [-12.78295, 6.29103, -2.39338], [-14.65587, 4.24408, -1.20551], [-15.44473, 6.36621, -2.65292], [-13.49448, 6.77638, 0.48487], [-15.23831, 6.59063, 0.34055], [-14.45824, 7.94455, -0.43858], [-11.91605, 6.21482, -1.66701], [-12.88594, 7.35592, -2.64787], [-12.72494, 5.73293, -3.31698], [-13.94321, 3.93511, -0.48789], [-14.73361, 3.57320, -2.06257], [-15.68439, 4.23270, -0.77761]],
  "mulliken_spin": [3.8992, 0.0038, 0.0112, -0.0010, -0.0026, -0.0590, 0.0061, -0.0079, -0.0028, 0.0104, -0.0099, 0.0275, 0.0097, -0.0175, -0.0002, -0.0001, -0.0004, 0.0001, 0.0006, 0.0005, 0.0000, -0.0047, 0.0004, -0.0196, 0.0595, -0.0136, 0.0005, 0.0000, 0.0028, 0.0025, 0.0204, -0.0148, 0.0143, 0.0015, -0.0002, 0.0015, -0.0059, -0.0129, 0.0077, 0.0003, -0.0001, -0.0007, 0.0000, 0.0001, 0.0000, -0.0073, 0.0077, 0.0001, 0.0000, 0.0002, 0.0011, 0.0103, 0.0172, 0.0024, 0.0017, 0.0613, 0.0002, -0.0005, -0.0013, 0.0004, 0.0013, -0.0007, 0.0001, 0.0002, -0.0008],
  "e_homo_ev": [-11.631, -11.865],
  "lumo_energy_ev": [-4.285, -3.680],
  "spin_multiplicity": 5,
  "s_squared": 6.055,
  "gap_ev": [7.35, 8.18],
  "charge": 1
}

---

# 2
{
  "formula": "C28H22BrIrN4O2S4Sb",
  "method": "the ωB97M-V functional and the def2-TZVPD basis",
  "symbols": ["Ir", "C", "C", "C", "C", "C", "C", "C", "S", "O", "O", "N", "C", "C", "C", "C", "C", "C", "C", "C", "N", "C", "H", "H", "H", "H", "H", "H", "H", "H", "H", "H", "H", "H", "H", "Br", "C", "C", "C", "C", "C", "C", "N", "C", "C", "C", "C", "C", "C", "N", "H", "H", "H", "H", "H", "H", "H", "H", "H", "S", "Sb", "S", "S"],
  "positions_angstrom": [[-1.34166, 0.62768, -0.25383], [4.31631, -1.29062, 4.45459], [3.15863, -0.89381, 3.59148], [1.99032, -0.48937, 4.07075], [0.83967, -0.09698, 3.22366], [0.63058, -2.05388, 1.23316], [1.98279, -1.67195, 0.58619], [3.35486, -0.99047, 2.11876], [-0.61422, -2.02348, -0.12445], [-0.77483, -3.32933, -0.67179], [-1.84762, -1.34530, 0.41792], [-0.10837, -0.85823, -1.18061], [-0.65469, -1.12831, -2.48127], [-0.00117, -1.86984, -3.42348], [-0.61444, -2.16366, -4.66049], [-1.88268, -1.73684, -4.92979], [-2.59327, -0.97609, -3.97087], [-3.92140, -0.53311, -4.15559], [-4.54832, 0.16561, -3.16359], [-3.84618, 0.46647, -1.98668], [-2.59554, 0.09830, -1.79728], [-1.95994, -0.65553, -2.75750], [4.02795, -1.35582, 5.50217], [5.12547, -0.56165, 4.36315], [4.71730, -2.25847, 4.14733], [1.82410, -0.44501, 5.14058], [0.07886, 0.46079, 3.75451], [2.01370, -1.82169, -0.48829], [4.37267, -0.69282, 1.86438], [0.98729, -2.24975, -3.20154], [-0.07375, -2.75146, -5.38927], [-2.36334, -1.97743, -5.86890], [-4.43454, -0.76616, -5.08024], [-5.57064, 0.49988, -3.26246], [-4.30835, 1.02321, -1.18051], [3.04182, -4.73016, 3.22500], [2.22286, -3.43487, 2.15077], [0.91164, -3.35269, 1.93288], [0.17952, -0.90361, 2.12253], [1.02032, 0.26399, 1.76133], [2.32148, -0.28782, 1.16943], [3.02971, -2.38722, 1.44194], [0.29577, 1.23170, 0.95201], [0.89614, 2.27673, 0.52733], [0.23655, 3.04581, -0.51750], [0.64832, 4.29685, -0.92883], [-0.10051, 4.96604, -1.88625], [-1.24017, 4.35951, -2.37858], [-1.59096, 3.09823, -1.92412], [-0.85438, 2.43535, -1.03459], [0.15360, -4.00165, 2.34490], [-0.88475, -0.73919, 2.15845], [2.79832, 0.40908, 0.48451], [3.88428, -2.81314, 0.92091], [1.86778, 2.57623, 0.90707], [1.53723, 4.73569, -0.49723], [0.19628, 5.94734, -2.22919], [-1.87332, 4.85279, -3.10152], [-2.48473, 2.60657, -2.27585], [-3.63836, 2.99736, 4.77882], [-2.02752, 2.82466, 3.29886], [-2.86483, 3.72273, 1.13602], [-3.04767, 1.64878, 1.02066]],
  "nbo_charge": [0.9700, -0.6414, 0.0534, -0.2199, -0.1978, -0.2615, -0.1918, -0.2253, 2.2673, -0.8733, -0.9137, -0.9272, 0.0938, -0.1654, -0.1781, -0.1759, -0.0958, -0.0763, -0.2650, 0.0848, -0.4348, 0.1998, 0.2296, 0.2247, 0.2277, 0.2281, 0.2481, 0.2559, 0.2359, 0.2337, 0.2356, 0.2315, 0.2358, 0.2474, 0.2425, 0.1244, -0.0241, -0.2349, -0.2702, 0.1314, -0.2328, -0.2853, -0.3788, 0.1382, 0.1294, -0.1791, -0.1308, -0.2062, 0.0865, -0.3671, 0.2545, 0.2695, 0.2316, 0.2423, 0.2193, 0.2436, 0.2455, 0.2486, 0.2243, -0.6319, 0.9018, -0.4038, -0.2484],
  "e_homo_ev": -10.327,
  "lumo_energy_ev": -4.168,
  "gap_ev": 6.16,
  "charge": 1
}